Formula: C74H188N16O26
Source: the OMol25 dataset
Level of theory: the ωB97M-V functional and the def2-TZVPD basis

E_tot: -5763.8045 Ha
HOMO-LUMO gap: 0.311 Eh
Strongest force on any atom: 4.90 eV/Å

Each line ends with the Löwdin charge.
CARTESIAN COORDINATES (ANGSTROEM)
C: -9.72979 24.06327 28.09581  -0.083
O: -9.46254 22.72319 28.49394  -0.240
C: -8.60818 22.64689 29.64376  -0.170
C: -8.36821 21.16895 30.13896  -0.103
N: -8.05465 21.19174 31.63188  -0.056
C: -8.05048 19.84572 32.24223  -0.181
C: -7.95976 20.00442 33.79407  -0.140
O: -9.09339 20.81799 34.26217  -0.226
C: -8.82716 21.63957 35.44620  -0.081
H: -10.09274 24.06056 27.06802  0.099
H: -8.78017 24.59835 28.09195  0.059
H: -10.36507 24.60753 28.79460  0.076
H: -9.14218 23.19561 30.41956  0.079
H: -7.61904 23.08231 29.50191  0.116
H: -7.61019 20.64895 29.55320  0.105
H: -9.32997 20.67714 29.99313  0.089
H: -8.83852 21.63684 32.08746  0.075
H: -7.18020 19.24722 31.97295  0.111
H: -8.91485 19.27444 31.90371  0.103
H: -6.97212 20.44227 33.93879  0.093
H: -8.21875 19.05170 34.25597  0.124
H: -7.90153 22.20437 35.33534  0.052
H: -8.73165 21.12837 36.40414  0.085
H: -9.47061 22.50874 35.58263  0.071
C: -4.01550 17.32023 28.68573  -0.119
O: -3.86415 18.41968 29.57148  -0.182
C: -4.95357 19.37060 29.30747  -0.150
C: -4.56746 20.83029 29.83241  -0.157
N: -5.11201 20.92319 31.17946  -0.075
C: -4.60035 22.02445 31.94175  -0.203
C: -5.39128 22.39196 33.19044  -0.210
O: -4.92044 23.63258 33.68956  -0.193
C: -5.39545 24.08433 34.94539  -0.109
H: -3.37141 17.56289 27.84053  0.066
H: -5.00877 17.00184 28.36928  0.064
H: -3.55134 16.41786 29.08368  0.084
H: -5.89227 18.99269 29.71262  0.110
H: -5.04340 19.47374 28.22608  0.089
H: -4.87443 21.65908 29.19446  0.084
H: -3.49343 20.96394 29.96167  0.115
H: -6.10154 21.10772 31.26241  0.045
H: -4.65706 22.89168 31.28388  0.111
H: -3.54131 21.84035 32.12243  0.127
H: -5.22472 21.60951 33.93080  0.115
H: -6.46920 22.55328 33.17776  0.101
H: -6.47440 23.93122 34.96867  0.044
H: -5.34893 25.16707 35.06206  0.091
H: -5.06270 23.54767 35.83386  0.089
C: -1.97013 20.47939 26.27899  -0.112
O: -0.70689 19.85438 26.33464  -0.182
C: -0.65805 18.59054 25.61338  -0.159
C: 0.89583 18.38733 25.46406  -0.214
N: 1.36523 17.54955 26.48602  -0.067
C: 1.23074 16.17916 26.07177  -0.226
C: 1.59424 15.23288 27.18394  -0.233
O: 0.64277 14.80238 28.12751  -0.169
C: 0.31094 15.71017 29.13472  -0.118
H: -2.05085 21.31938 26.96892  0.092
H: -2.81482 19.87739 26.61399  0.066
H: -2.22831 20.71746 25.24712  0.066
H: -1.15029 18.76527 24.65669  0.081
H: -1.10712 17.71967 26.09090  0.109
H: 1.28323 19.39336 25.62505  0.115
H: 1.16588 18.07087 24.45658  0.109
H: 0.87029 17.67614 27.35729  0.100
H: 2.11418 16.11776 25.43626  0.124
H: 0.35388 15.86040 25.50819  0.121
H: 2.53012 15.60073 27.60452  0.127
H: 1.88438 14.25579 26.79763  0.124
H: -0.34941 16.48231 28.73996  0.069
H: 1.13583 16.28145 29.56050  0.092
H: -0.25627 15.15018 29.87822  0.094
C: -6.58486 27.36081 16.53385  -0.066
O: -6.08053 28.09313 17.71685  -0.183
C: -4.88284 27.57769 18.17845  -0.259
C: -4.85372 26.06171 18.64028  -0.177
N: -5.71573 25.83411 19.82379  -0.039
C: -5.48654 24.55719 20.46271  -0.235
C: -5.93866 23.35457 19.66871  -0.231
O: -5.74680 22.25401 20.54518  -0.190
C: -6.30808 21.08296 19.90619  -0.096
H: -7.30237 27.96321 15.97671  0.082
H: -7.06683 26.45994 16.91362  0.079
H: -5.84314 27.05876 15.79445  0.083
H: -4.50534 28.28627 18.91568  0.117
H: -4.12380 27.74133 17.41349  0.109
H: -3.79364 25.89270 18.82937  0.110
H: -5.14535 25.46334 17.77714  0.098
H: -5.61261 26.55653 20.52206  0.108
H: -6.08450 24.56262 21.37403  0.105
H: -4.49152 24.33249 20.84683  0.108
H: -5.60813 23.17830 18.64509  0.122
H: -7.02423 23.45196 19.65598  0.122
H: -5.75699 20.86347 18.99173  0.089
H: -7.34363 21.24302 19.60598  0.084
H: -6.38673 20.19187 20.52899  0.053
C: -9.54992 15.15312 24.93657  -0.049
O: -9.07400 15.09109 23.53848  -0.224
C: -8.12074 16.11612 23.16919  -0.175
C: -7.39078 15.66318 21.88914  -0.199
N: -6.16634 15.00797 22.20774  -0.059
C: -5.56266 14.51795 20.98146  -0.190
C: -4.67217 13.33549 21.26610  -0.249
O: -4.05977 12.92450 20.10070  -0.184
C: -3.28296 11.74678 20.13268  -0.100
H: -9.73970 16.20264 25.16152  0.066
H: -8.71801 14.72734 25.49757  0.070
H: -10.52438 14.71281 25.14788  0.084
H: -7.47163 16.39468 23.99934  0.104
H: -8.77892 16.95205 22.93231  0.111
H: -7.11353 16.43752 21.17387  0.118
H: -8.04418 14.90962 21.44946  0.122
H: -6.48057 14.12873 22.59284  0.084
H: -4.94234 15.27659 20.50423  0.121
H: -6.34172 14.26695 20.26162  0.122
H: -5.12178 12.49003 21.78683  0.119
H: -3.83582 13.59690 21.91439  0.104
H: -2.40573 11.98076 20.73587  0.083
H: -2.88267 11.33393 19.20671  0.086
H: -3.78930 10.88739 20.57220  0.085
C: -12.95629 18.91311 33.72656  -0.095
O: -13.69012 20.01555 33.13457  -0.204
C: -13.65149 21.23082 33.88855  -0.184
C: -12.30117 22.05950 33.67696  -0.151
N: -12.45198 22.76735 32.35474  -0.061
C: -11.24482 23.29968 31.83475  -0.229
C: -10.44289 24.27465 32.75845  -0.157
O: -9.30263 24.78279 32.02973  -0.207
C: -8.49281 25.53362 32.90166  -0.117
H: -13.14588 18.76240 34.78932  0.084
H: -11.88220 19.08010 33.64564  0.064
H: -13.03344 17.99506 33.14404  0.086
H: -13.56044 21.02740 34.95553  0.101
H: -14.58383 21.72348 33.61267  0.120
H: -11.42444 21.41194 33.66737  0.091
H: -12.16339 22.66683 34.57154  0.101
H: -13.16613 23.48081 32.32216  0.109
H: -11.70687 23.86712 31.02691  0.110
H: -10.75070 22.45976 31.34640  0.091
H: -10.08563 23.61123 33.54607  0.092
H: -11.03182 25.10687 33.14402  0.132
H: -8.36079 25.11140 33.89785  0.080
H: -8.78854 26.57781 32.80010  0.083
H: -7.45418 25.56548 32.57254  0.088
C: -7.79409 25.51082 23.77768  -0.107
O: -8.64142 25.04302 22.74244  -0.183
C: -9.68947 24.17101 23.12827  -0.203
C: -11.02002 24.23522 22.32026  -0.165
N: -11.47413 25.62266 22.49832  -0.051
C: -12.76378 25.77895 21.87687  -0.211
C: -13.56376 26.98481 22.35973  -0.194
O: -13.20578 28.11200 21.55802  -0.153
C: -13.29632 29.25455 22.27459  -0.170
H: -6.94444 26.04366 23.35073  0.084
H: -7.48962 24.77170 24.51869  0.080
H: -8.20491 26.30460 24.40156  0.046
H: -9.91734 24.21068 24.19345  0.116
H: -9.18122 23.23484 22.89728  0.108
H: -11.61390 23.41294 22.71932  0.119
H: -10.77002 24.04938 21.27572  0.118
H: -10.78711 26.22526 22.06822  0.116
H: -13.35805 24.94346 22.24686  0.122
H: -12.70554 25.85338 20.79098  0.125
H: -13.21377 27.05532 23.38961  0.090
H: -14.64945 26.88922 22.37546  0.128
H: -14.32537 29.61352 22.25714  0.094
H: -12.63989 30.07412 21.98219  0.092
H: -12.95357 29.18147 23.30672  0.055
C: 0.07680 22.64655 23.27493  -0.134
O: 0.71698 21.98586 22.20854  -0.204
C: 1.10180 20.53442 22.46854  -0.130
C: 1.63717 19.83946 21.15657  -0.148
N: 0.48732 19.65269 20.20400  -0.059
C: -0.22874 18.40726 20.41467  -0.231
C: -1.07280 18.24599 21.64878  -0.228
O: -2.13515 17.33539 21.44794  -0.175
C: -1.76187 16.01428 21.69475  -0.122
H: -0.37140 23.59664 22.98411  0.084
H: 0.80212 22.81913 24.07006  0.089
H: -0.77172 22.13699 23.73149  0.054
H: 0.18118 20.07451 22.82777  0.080
H: 1.91455 20.55081 23.19468  0.112
H: 2.09247 18.89251 21.44653  0.111
H: 2.42936 20.42555 20.69070  0.109
H: -0.12202 20.43099 20.41146  0.091
H: 0.47253 17.63265 20.10435  0.122
H: -0.90025 18.37297 19.55677  0.123
H: -1.63337 19.17694 21.73355  0.126
H: -0.46752 18.16323 22.55149  0.096
H: -1.23745 15.81977 22.63029  0.090
H: -1.09835 15.62837 20.92084  0.090
H: -2.56134 15.27989 21.59655  0.067
C: -5.06013 18.63393 22.50474  -0.058
O: -5.25782 18.59133 23.94294  -0.205
C: -4.11741 18.18845 24.65829  -0.201
C: -3.78016 16.63966 24.52862  -0.154
N: -4.80146 15.73910 25.05434  -0.076
C: -4.26297 14.48071 25.43661  -0.170
C: -5.45599 13.47764 25.65824  -0.180
O: -5.86240 12.89353 24.45788  -0.251
C: -7.05994 12.05745 24.33469  -0.049
H: -4.55590 19.55240 22.20431  0.088
H: -6.04368 18.63277 22.03494  0.056
H: -4.55426 17.82646 21.97542  0.076
H: -4.30291 18.43292 25.70419  0.087
H: -3.24118 18.80046 24.44437  0.084
H: -2.81903 16.50255 25.02413  0.100
H: -3.57093 16.36867 23.49378  0.087
H: -5.32801 15.57981 24.20730  0.069
H: -3.59104 14.59070 26.28778  0.121
H: -3.70016 14.14324 24.56629  0.109
H: -6.32493 13.89992 26.16293  0.113
H: -5.15971 12.55268 26.15300  0.118
H: -7.12184 11.18825 24.98948  0.079
H: -7.15302 11.65923 23.32432  0.085
H: -7.88403 12.68858 24.66730  0.070
C: -3.70253 23.26659 24.19082  -0.066
O: -4.53257 23.49352 25.34831  -0.258
C: -3.92164 24.48433 26.20789  -0.162
C: -4.67332 24.50311 27.56275  -0.161
N: -6.03279 25.06944 27.43911  -0.068
C: -6.09584 26.48078 27.01431  -0.177
C: -7.40684 27.20082 27.41355  -0.203
O: -7.37920 27.22878 28.81608  -0.210
C: -8.58084 27.49217 29.55288  -0.048
H: -4.10187 23.88762 23.38897  0.087
H: -3.85526 22.22792 23.89765  0.081
H: -2.63336 23.38795 24.36468  0.072
H: -3.76699 25.42415 25.67786  0.126
H: -2.99773 23.97143 26.47517  0.113
H: -4.12623 25.14757 28.25084  0.113
H: -4.65261 23.54989 28.09101  0.096
H: -6.67338 25.10528 28.21915  0.080
H: -5.86675 26.47658 25.94867  0.099
H: -5.21907 26.94660 27.46418  0.113
H: -8.24022 26.65274 26.97402  0.106
H: -7.46899 28.24644 27.11201  0.114
H: -8.44548 27.65792 30.62167  0.078
H: -9.16824 26.58224 29.43010  0.068
H: -9.03486 28.36901 29.09124  0.093
C: -8.49677 29.29562 24.72959  -0.089
O: -9.51221 28.77021 25.59782  -0.190
C: -10.44461 27.96111 24.90623  -0.227
C: -11.43657 27.20205 25.78871  -0.195
N: -12.46073 28.10805 26.31660  -0.063
C: -13.70215 27.46090 26.61622  -0.214
C: -13.58120 26.34363 27.62331  -0.221
O: -13.17062 25.10785 27.08537  -0.173
C: -13.26094 24.05643 28.00634  -0.120
H: -7.73387 28.56483 24.46118  0.067
H: -8.03991 30.10969 25.29232  0.093
H: -8.95773 29.54321 23.77339  0.088
H: -10.04513 27.14999 24.29746  0.090
H: -11.07459 28.58888 24.27604  0.104
H: -10.90567 26.75751 26.63052  0.109
H: -11.83179 26.38786 25.18126  0.099
H: -12.63981 28.84650 25.65122  0.090
H: -14.10624 27.18539 25.64210  0.112
H: -14.36652 28.23150 27.00726  0.121
H: -14.51019 26.19928 28.17487  0.116
H: -12.88340 26.61450 28.41566  0.126
H: -14.11750 24.02037 28.67947  0.090
H: -12.42040 24.02435 28.69957  0.055
H: -13.30894 23.07778 27.52881  0.086
C: -11.65207 19.31658 30.57897  -0.121
O: -11.33774 19.42590 29.20786  -0.218
C: -11.82607 20.65143 28.64181  -0.161
C: -11.16135 20.71272 27.15194  -0.201
N: -11.82496 19.85423 26.22166  -0.034
C: -11.49852 20.11217 24.74690  -0.168
C: -10.05623 20.01828 24.39046  -0.257
O: -9.93745 20.07545 22.99540  -0.169
C: -8.59590 20.05835 22.55676  -0.113
H: -11.26190 18.32910 30.82546  0.093
H: -12.73636 19.33031 30.68945  0.092
H: -11.13249 20.02403 31.22523  0.065
H: -11.45620 21.43269 29.30582  0.086
H: -12.90437 20.70198 28.49078  0.113
H: -10.08472 20.58199 27.26093  0.082
H: -11.30727 21.72855 26.78467  0.100
H: -11.78626 18.85520 26.36501  0.102
H: -11.83402 21.09937 24.42915  0.102
H: -12.11995 19.58874 24.02029  0.116
H: -9.63259 19.06622 24.71015  0.117
H: -9.51808 20.83366 24.87384  0.108
H: -7.86970 19.47809 23.12600  0.072
H: -8.22650 21.08348 22.52969  0.075
H: -8.47672 19.78284 21.50891  0.074
C: -7.08880 21.20488 26.18213  -0.745
O: -7.80739 20.27581 26.43889  0.012
N: -7.35361 22.41097 26.56607  0.228
N: -6.02509 21.16090 25.42190  0.225
H: -6.71255 23.15756 26.33858  0.066
H: -7.96939 22.61545 27.34009  0.066
H: -5.67150 20.27629 25.08643  0.079
H: -5.43008 21.96347 25.27374  0.057
C: -7.57107 16.96616 27.47549  -0.821
O: -7.59053 15.90738 28.06383  0.016
N: -6.69063 17.42696 26.63170  0.188
N: -8.61964 17.71158 27.47662  0.182
H: -5.87036 16.89347 26.38145  0.057
H: -6.83633 18.27170 26.09760  0.079
H: -8.53563 18.67207 27.17578  0.059
H: -9.32510 17.34256 28.09811  0.119

Cartesian forces, eV/Å:
C 1.01 -0.15 0.19
O 0.45 -0.28 0.07
C -0.28 -0.86 0.91
C -1.26 1.16 0.82
N 0.11 -0.63 -1.39
C -0.17 0.39 0.65
C -2.01 0.04 -1.18
O 0.74 1.41 0.98
C 1.04 0.23 -0.89
H -0.36 -0.08 0.20
H 0.20 0.29 -0.13
H -0.35 -0.19 -0.01
H 0.59 0.03 0.22
H 0.06 0.51 -0.40
H 0.09 0.04 0.17
H 0.03 -0.47 -0.23
H -0.10 0.48 0.02
H 0.24 0.23 -0.26
H -0.33 -0.15 0.26
H -0.26 -0.08 0.85
H 1.15 -0.27 0.06
H 0.63 -0.43 -0.32
H -0.32 -0.58 -0.21
H -1.08 -0.61 -0.44
C 1.35 -0.47 -0.14
O -1.96 0.68 0.09
C 2.18 1.30 -0.45
C -0.76 -1.95 1.36
N -0.47 -0.27 1.18
C 0.16 1.17 -0.89
C 0.17 0.10 1.58
O 1.55 1.07 0.32
C -1.58 -0.66 -0.64
H -0.30 -0.07 -0.78
H -0.17 0.62 0.27
H 0.05 0.10 0.60
H 0.01 0.17 0.18
H -0.24 -0.26 -0.30
H -0.47 -0.05 -0.49
H 0.23 -0.51 -0.33
H -0.52 -0.54 -0.91
H 0.28 0.80 0.00
H 0.06 0.22 0.60
H 0.13 -0.25 0.34
H -0.25 -0.62 -1.13
H -0.56 -0.21 -0.03
H 0.88 -0.09 -0.25
H 0.74 -0.04 -0.12
C -0.66 -0.42 0.23
O -0.87 -0.88 0.33
C 1.54 1.71 -0.75
C -2.03 1.81 -0.02
N 0.19 -1.01 0.82
C 1.66 -0.67 0.39
C 0.55 -1.68 -0.22
O 0.19 0.34 0.11
C -0.89 0.56 -0.10
H 0.68 0.34 -0.35
H 0.12 -0.74 0.18
H 0.12 0.56 -0.20
H -0.10 -0.14 -0.24
H -0.26 0.22 0.47
H 0.15 0.07 -0.32
H 0.19 -0.37 0.14
H -0.14 0.56 0.01
H -0.19 -0.73 -0.74
H -0.48 0.25 0.05
H -0.08 0.35 0.71
H 0.09 0.12 -0.72
H -0.43 0.18 -0.05
H 0.49 -0.47 0.20
H 0.24 0.18 0.18
C -0.05 0.29 1.30
O -1.34 -0.55 -1.95
C 0.93 -0.70 0.08
C -0.35 2.37 0.37
N 0.69 -0.45 -1.15
C -0.06 -0.08 0.43
C -1.78 0.10 1.35
O 0.04 -1.80 -0.74
C -0.09 0.49 -0.02
H -0.04 0.24 0.52
H -0.18 -0.05 -0.19
H 0.63 0.17 0.32
H -0.39 -0.30 0.78
H 0.28 -0.62 -0.53
H 0.26 -0.38 0.17
H -0.17 -0.24 0.26
H 0.11 0.27 -0.27
H -0.29 -0.16 -0.02
H 0.79 0.38 -0.33
H 0.63 0.12 0.08
H -0.35 0.27 -0.77
H 0.20 -0.18 -0.01
H -0.22 0.47 -0.07
H 0.72 0.37 0.40
C 1.25 1.09 -1.45
O -0.39 -0.83 0.66
C -1.54 0.13 -0.43
C -0.74 0.33 0.97
N 0.97 -1.26 0.16
C 0.56 0.07 -0.28
C 1.17 -0.51 0.84
O -0.12 -0.75 -3.08
C 0.47 0.04 1.30
H 0.50 0.22 0.39
H -0.44 0.19 0.72
H 0.29 -0.78 -0.75
H 0.25 -0.13 0.00
H 0.33 0.63 -0.05
H -0.68 0.43 0.11
H -0.49 0.36 -0.60
H 0.21 -0.12 1.17
H 0.03 0.25 -0.02
H -0.04 -0.37 -0.29
H -0.72 -0.05 -0.01
H -0.10 0.56 0.79
H 0.29 -0.31 0.33
H -0.52 0.98 -0.62
H -0.39 0.10 0.39
C 0.78 0.98 -0.64
O 0.32 -0.94 0.76
C 2.37 -0.68 0.01
C -2.73 -0.04 -1.63
N 0.16 -1.14 2.46
C -0.88 1.66 -1.12
C 0.72 -1.63 -1.55
O -0.60 -0.75 0.81
C 1.14 0.56 -0.83
H -0.52 -0.02 -0.02
H 0.34 0.51 0.15
H -0.96 0.15 0.00
H -0.87 -0.35 0.31
H 0.36 0.50 0.20
H -0.12 -0.27 -0.39
H -0.11 0.62 -0.02
H -0.25 -0.20 0.64
H 0.95 0.47 -0.69
H 0.93 0.27 0.43
H 0.18 0.38 0.60
H -0.31 -0.12 0.04
H -0.82 0.21 0.30
H -0.34 0.17 0.99
H 0.09 -0.39 -0.69
C -0.22 0.57 0.33
O -0.04 1.76 0.03
C 0.46 -1.79 -0.42
C 3.08 1.50 0.62
N -0.73 -0.74 0.30
C -1.50 0.41 0.11
C 1.09 -0.17 -0.31
O 0.94 -1.61 -0.08
C -0.30 2.36 1.19
H 0.25 -0.60 -0.41
H 0.26 -0.59 -0.37
H -0.83 0.08 0.01
H 0.04 0.28 0.13
H -0.72 -0.90 0.48
H -0.54 0.51 0.03
H -0.21 -0.34 -0.27
H 0.15 0.05 -0.05
H -0.04 -0.40 -0.60
H -0.20 -0.51 -0.27
H -0.13 0.72 0.28
H -0.10 -0.37 -0.23
H -0.20 0.35 0.29
H 0.00 -0.13 -1.11
H -0.34 -0.60 0.44
C 0.29 -0.24 0.61
O 0.17 -1.85 -0.68
C 0.42 2.02 -0.93
C -1.93 1.01 0.58
N 1.52 0.14 1.28
C 0.21 0.08 -2.31
C -0.67 1.02 -0.52
O 0.16 -0.55 0.94
C 0.72 -1.60 -0.88
H 0.51 0.09 -0.59
H 0.01 0.20 0.25
H -0.05 -0.79 -0.10
H 0.31 -0.23 0.22
H -0.21 -0.07 0.40
H -0.22 -0.20 -0.05
H -0.14 0.23 0.07
H -0.24 0.27 -0.30
H 0.12 -0.47 0.89
H -0.57 -0.09 0.10
H 0.21 0.44 0.22
H -0.26 -0.81 0.31
H -0.15 0.43 0.41
H 0.53 0.27 -0.29
H -0.67 0.64 0.33
C -0.71 0.39 -0.04
O 0.25 -0.37 -1.45
C 0.33 -1.66 0.36
C 0.34 1.49 0.14
N -0.16 2.10 -0.17
C -1.20 -1.42 -0.53
C 0.46 -1.30 0.79
O -0.71 -0.76 -3.40
C 0.66 1.36 1.50
H 0.11 0.23 0.20
H -0.19 0.22 0.35
H 0.40 -0.48 0.93
H -0.34 -0.29 0.19
H 0.14 -0.08 -0.70
H 0.05 -0.07 0.42
H -0.03 0.29 -0.31
H -0.90 -0.31 -0.03
H -0.23 -0.24 0.19
H 0.51 -0.87 0.09
H 0.19 0.54 0.33
H 0.61 0.52 1.39
H 0.73 -0.14 0.37
H 0.15 0.62 -0.08
H -0.44 -0.05 -0.59
C -1.20 -0.34 0.05
O 0.87 0.93 -0.30
C -0.55 -2.38 1.16
C -0.91 1.88 0.00
N -1.25 0.18 -0.84
C 1.12 -0.32 -0.40
C 0.90 -0.21 0.11
O 0.66 -0.51 1.86
C 0.06 -0.46 -1.68
H 0.47 0.15 -0.19
H -0.04 -0.08 -0.11
H -0.08 0.34 0.20
H -0.12 0.10 0.26
H 0.72 0.80 -0.02
H 0.63 0.32 -0.03
H -0.35 -0.29 -0.63
H 0.75 -1.05 0.87
H -0.55 0.48 -0.33
H -0.05 0.81 0.28
H -0.41 -0.07 0.18
H 0.19 -0.12 -0.73
H 0.72 0.00 -0.24
H -0.70 0.27 0.16
H -0.53 -0.01 0.20
C -0.80 -0.56 0.40
O 0.33 -0.50 -0.30
C -0.94 -0.63 0.34
C 0.48 1.14 0.43
N 1.25 0.16 0.34
C -0.22 0.30 -0.43
C -0.15 -0.21 0.75
O -0.44 -0.36 -0.47
C 0.25 -0.91 0.68
H 0.17 -0.34 0.32
H -0.06 0.17 -0.48
H 0.05 0.75 0.00
H 0.77 0.39 -0.29
H 0.16 0.24 -0.53
H 0.09 -0.19 0.08
H -0.23 -0.09 -0.14
H 0.10 0.09 -0.07
H -0.73 -0.98 0.14
H -0.16 -0.11 0.26
H -0.50 -0.01 -0.26
H 0.42 0.45 0.05
H -0.63 0.76 -0.20
H 0.39 0.14 -0.06
H 0.28 0.23 -0.56
C 0.01 -1.24 -0.70
O -0.43 0.66 -0.32
C 1.91 -0.77 -2.20
C -0.57 0.56 2.20
N -0.62 -0.20 -2.94
C -1.15 0.67 1.14
C 0.48 -0.44 0.19
O 0.30 -0.36 -1.01
C 0.39 1.15 -0.50
H -0.20 -0.11 0.39
H 0.01 0.22 0.51
H -0.17 0.54 -0.04
H -0.17 0.51 -0.37
H -0.24 -0.30 0.40
H 0.09 -0.19 0.06
H -0.01 0.22 0.01
H 0.35 0.10 0.50
H 0.07 0.71 0.75
H 0.02 -1.18 0.58
H 0.17 -0.13 0.45
H 0.29 0.01 0.02
H -0.40 -0.30 0.48
H 0.29 0.34 0.41
H -0.73 -0.54 -0.06
C -0.01 -0.01 -0.36
O -1.23 -2.89 0.79
N -0.66 4.36 1.52
N 2.98 -1.44 -2.12
H -0.05 0.09 0.13
H -0.34 -0.54 -0.35
H -0.40 -0.04 -0.17
H -0.34 -0.06 0.39
C -0.25 -1.38 -0.61
O 1.31 -2.11 1.10
N 3.83 0.57 -1.92
N -4.17 2.35 1.03
H -0.14 -0.34 -0.11
H -0.31 -0.03 0.26
H -0.55 0.15 0.21
H -0.23 0.82 -0.08